{
  "formula": "C38H77BFN3O11PS5",
  "method": "ωB97M-V with the def2-TZVPD basis set",
  "energy_ha": -4943.13044,
  "molar_mass_g_mol": 973.2,
  "homo_lumo_gap_ev": 5.4,
  "charge": -1,
  "e_homo_ev": -4.1,
  "lumo_ha": 0.049,
  "elements": ["C", "N", "C", "B", "O", "C", "O", "P", "F", "S", "C", "C", "N", "O", "C", "C", "C", "C", "C", "C", "C", "C", "C", "C", "C", "C", "C", "N", "C", "C", "C", "C", "H", "H", "H", "H", "H", "H", "H", "H", "H", "H", "H", "H", "H", "H", "H", "H", "H", "H", "H", "H", "H", "H", "H", "H", "H", "H", "H", "H", "H", "H", "H", "H", "H", "H", "H", "H", "H", "H", "H", "H", "H", "H", "H", "H", "H", "C", "C", "C", "S", "O", "O", "C", "H", "H", "H", "H", "H", "H", "H", "H", "C", "C", "C", "S", "O", "O", "C", "H", "H", "H", "H", "H", "H", "H", "H", "C", "C", "C", "S", "O", "O", "C", "H", "H", "H", "H", "H", "H", "H", "H", "C", "C", "C", "S", "O", "O", "C", "H", "H", "H", "H", "H", "H", "H", "H"],
  "positions_angstrom": [[1.23793, -6.43305, 0.59377], [1.21246, -5.02441, 0.18506], [-0.15273, -4.49501, 0.22477], [2.10041, -4.15226, 0.98978], [2.18391, -4.33223, 2.36273], [2.92754, -2.95649, 0.35951], [4.15501, -2.82280, 1.06205], [5.22176, -1.78812, 0.19131], [6.21879, -1.76412, 1.54683], [6.54635, -3.55926, -0.36905], [4.31400, -0.23587, 0.78755], [4.28616, 0.91641, -0.20916], [3.55083, 2.04769, 0.37280], [4.26508, -1.95921, -1.23361], [3.36132, -3.02284, -1.09180], [2.25957, -2.95064, -2.13747], [1.71817, -1.51773, -2.31341], [0.26675, -1.37433, -1.87939], [-0.40860, -0.12105, -2.41716], [-1.82462, 0.13744, -1.85812], [-2.51436, -1.04283, -1.17809], [-3.20919, -2.00940, -2.15183], [-4.64142, -1.55909, -2.43669], [-5.48854, -1.46744, -1.15556], [-5.53178, -0.04310, -0.53309], [-5.11217, -0.00264, 0.95369], [-3.86738, 0.86819, 1.21713], [-2.73070, 0.13294, 1.76282], [-1.43410, 0.49933, 1.55129], [-0.61134, -0.39651, 2.17457], [-1.44948, -1.34365, 2.81255], [-2.74172, -0.99043, 2.53449], [1.95715, -6.99773, 0.00274], [0.25958, -6.88264, 0.42188], [1.47679, -6.57220, 1.65070], [-0.73503, -4.87218, -0.61763], [-0.14068, -3.40716, 0.14287], [-0.67905, -4.75508, 1.15320], [1.31840, -4.32959, 2.78459], [2.29064, -2.06450, 0.52965], [6.15493, -0.97183, -0.50584], [6.07847, -3.86271, -1.58562], [4.81666, 0.10108, 1.69449], [3.27447, -0.43583, 1.06256], [5.31428, 1.21428, -0.41703], [3.83802, 0.56120, -1.13946], [3.19022, 2.67928, -0.33142], [2.77456, 1.70792, 0.92212], [3.86772, -3.98951, -1.20359], [1.46252, -3.63799, -1.87100], [2.68235, -3.27299, -3.08955], [2.32078, -0.83867, -1.71530], [1.79565, -1.20822, -3.35583], [-0.31841, -2.24945, -2.17390], [0.21599, -1.34359, -0.78727], [-0.43812, -0.17436, -3.50705], [0.21041, 0.74065, -2.16628], [-2.48921, 0.48685, -2.65259], [-1.76918, 0.95685, -1.14094], [-3.29939, -0.63478, -0.55342], [-1.85790, -1.56020, -0.48359], [-3.21630, -3.00531, -1.70916], [-2.64745, -2.04868, -3.08629], [-4.65272, -0.60726, -2.97034], [-5.09977, -2.27660, -3.12062], [-6.50934, -1.77764, -1.36980], [-5.06953, -2.16053, -0.42729], [-4.84344, 0.56998, -1.11392], [-6.52079, 0.38936, -0.66070], [-5.94177, 0.42734, 1.50791], [-4.98764, -1.01198, 1.32934], [-3.54003, 1.30858, 0.27942], [-4.11571, 1.68752, 1.89336], [-1.13853, 1.33974, 0.94780], [0.46461, -0.40064, 2.18403], [-1.12995, -2.19040, 3.39286], [-3.64279, -1.49063, 2.83476], [0.76560, 5.92365, -0.40554], [1.07965, 7.12488, -1.30918], [2.05093, 6.64464, -2.39356], [1.70816, 4.89113, -2.62675], [2.87313, 4.14288, -2.23402], [1.10800, 4.68466, -3.92209], [0.46612, 4.76092, -1.34645], [-0.07220, 6.11974, 0.25941], [1.62866, 5.68592, 0.21599], [0.15910, 7.48276, -1.77661], [1.50320, 7.95360, -0.74294], [1.90730, 7.14879, -3.34578], [3.09018, 6.72855, -2.08250], [0.53948, 3.78231, -0.87456], [-0.50350, 4.87729, -1.83172], [9.39286, -1.83802, -3.55649], [8.21112, -1.80648, -4.53534], [8.06497, -3.21654, -5.12258], [8.68800, -4.34300, -3.86121], [9.86178, -5.01102, -4.37909], [7.59265, -5.09170, -3.30965], [9.18800, -3.08224, -2.69988], [9.43069, -0.94002, -2.94154], [10.33355, -1.91022, -4.10996], [7.30213, -1.53744, -3.99483], [8.35742, -1.06891, -5.32438], [7.03113, -3.48063, -5.33002], [8.67209, -3.35925, -6.01486], [10.08109, -3.42133, -2.18045], [8.36552, -2.96156, -1.98745], [-11.01735, 2.29372, 3.16224], [-9.76396, 3.14657, 2.91941], [-8.54878, 2.21857, 3.04016], [-9.12504, 0.57934, 2.56780], [-9.04353, -0.28726, 3.71473], [-8.53556, 0.20531, 1.30789], [-10.83840, 1.03697, 2.31671], [-11.92822, 2.82621, 2.89308], [-11.08517, 2.02349, 4.21801], [-9.80330, 3.57513, 1.91634], [-9.69419, 3.97217, 3.62580], [-7.73453, 2.49829, 2.37645], [-8.18693, 2.14881, 4.06394], [-11.47011, 0.20441, 2.61615], [-10.96639, 1.24568, 1.25508], [0.71916, 3.06451, 5.21788], [-0.67961, 2.61884, 4.76433], [-0.99047, 3.34610, 3.45139], [0.60276, 3.65630, 2.67420], [0.81110, 5.08400, 2.61951], [0.72586, 2.84139, 1.49126], [1.61101, 2.97615, 3.98331], [1.10209, 2.44182, 6.02488], [0.68292, 4.09601, 5.57617], [-0.68312, 1.54053, 4.59368], [-1.43766, 2.83336, 5.51643], [-1.59447, 2.74600, 2.77483], [-1.46113, 4.31379, 3.61748], [2.53174, 3.54987, 4.05100], [1.83522, 1.94325, 3.71664]],
  "forces_ev_per_angstrom": [[-0.2, 0.0, -0.1], [-0.2, 0.0, 0.6], [0.2, 0.1, -0.3], [0.3, 0.0, -0.2], [0.0, 0.6, 0.0], [0.2, -0.6, 0.5], [-0.2, 0.4, -0.2], [0.0, 0.9, 0.6], [-0.2, -0.1, -0.2], [0.2, -0.4, 0.1], [0.1, 0.1, -0.2], [-0.1, -0.3, 0.3], [0.2, 0.2, 0.1], [0.4, -0.3, 0.0], [-0.5, -0.4, 0.0], [0.3, 0.9, -0.2], [-0.5, -0.3, 0.1], [-0.2, 0.1, 0.2], [-0.1, 0.0, 0.0], [0.0, -0.1, 0.1], [-0.3, 0.0, -0.1], [0.3, 0.5, 0.1], [-0.2, -0.5, 0.0], [-0.1, 0.6, -0.2], [0.3, -0.6, -0.1], [-0.3, 0.7, -0.3], [-0.1, -0.4, 0.3], [0.0, 0.3, -0.2], [0.4, 0.1, -0.2], [0.1, -0.2, 0.3], [0.2, 0.0, -0.1], [-0.2, -0.3, 0.2], [0.1, 0.0, 0.0], [-0.1, 0.0, -0.1], [0.0, 0.0, 0.1], [-0.1, -0.1, 0.0], [0.0, 0.1, 0.0], [-0.1, 0.0, 0.1], [0.0, -0.5, 0.0], [0.0, 0.2, -0.2], [-0.1, -0.1, -0.2], [-0.1, 0.0, 0.0], [0.0, 0.0, 0.1], [-0.1, -0.2, 0.0], [0.0, 0.1, -0.1], [0.0, 0.1, -0.1], [0.0, 0.0, -0.1], [-0.1, 0.0, -0.1], [0.2, 0.0, -0.1], [0.0, -0.2, 0.0], [0.0, -0.2, 0.0], [0.1, 0.1, -0.1], [0.1, 0.1, -0.1], [0.0, -0.1, -0.1], [0.1, -0.1, 0.1], [0.0, 0.0, -0.1], [0.1, 0.1, -0.1], [0.0, 0.1, -0.1], [0.0, 0.1, 0.0], [0.1, -0.1, 0.1], [0.2, -0.1, -0.1], [-0.1, -0.2, -0.1], [0.1, -0.2, -0.1], [0.0, 0.1, 0.0], [0.0, -0.1, 0.0], [-0.1, -0.2, 0.0], [-0.1, -0.2, 0.1], [-0.1, 0.2, 0.0], [-0.1, 0.0, 0.1], [-0.1, -0.1, 0.2], [0.1, -0.1, 0.0], [0.1, 0.1, 0.0], [0.0, 0.1, 0.1], [-0.2, 0.1, 0.0], [0.1, 0.1, -0.1], [0.0, -0.1, 0.1], [-0.2, 0.1, 0.0], [0.1, 0.0, -0.2], [0.0, 0.0, 0.0], [-0.1, 0.2, 0.1], [-0.1, 0.0, 0.0], [0.0, -0.1, -0.1], [0.0, 0.0, 0.0], [-0.1, 0.0, 0.2], [0.0, 0.0, 0.0], [0.0, 0.0, 0.0], [0.0, 0.0, 0.0], [0.0, 0.0, 0.0], [0.0, -0.1, 0.0], [0.0, -0.1, 0.0], [0.1, 0.0, 0.0], [0.0, 0.0, 0.0], [0.0, -0.1, -0.1], [0.0, 0.0, 0.0], [-0.1, 0.2, -0.1], [0.0, 0.4, 0.3], [0.0, -0.1, -0.1], [0.0, -0.4, -0.2], [0.1, 0.2, -0.1], [0.0, 0.0, 0.0], [0.0, 0.0, 0.0], [0.0, 0.0, 0.0], [0.0, 0.0, 0.0], [0.0, -0.1, 0.0], [0.1, 0.0, 0.0], [0.0, -0.1, 0.0], [0.0, 0.0, 0.0], [0.1, 0.0, 0.0], [0.0, 0.0, 0.0], [0.0, 0.2, 0.0], [-0.1, 0.1, -0.1], [0.1, -0.1, 0.0], [0.0, -0.1, 0.1], [-0.2, 0.1, 0.1], [0.0, 0.0, 0.0], [0.0, 0.0, 0.0], [0.0, 0.0, 0.0], [0.0, 0.0, 0.0], [0.0, -0.1, 0.0], [0.0, -0.1, 0.0], [0.1, -0.1, 0.0], [0.0, 0.0, 0.0], [-0.1, 0.0, 0.0], [0.0, -0.1, 0.0], [-0.1, -0.1, 0.2], [0.0, -0.3, 0.3], [0.0, 0.0, -0.1], [-0.1, 0.3, -0.2], [0.0, -0.1, 0.2], [0.0, 0.0, 0.0], [0.0, 0.0, 0.0], [0.0, 0.0, -0.1], [0.0, 0.0, 0.0], [0.1, 0.0, 0.0], [0.1, 0.1, 0.0], [0.0, 0.0, -0.1], [0.0, 0.0, 0.0]]
}